Here is C12H28FN4O6V as an isolated structure from OMol25. Energies are from ωB97M-V/def2-TZVPD.

## Properties
multiplicity = 1
electronic energy = -59550.987 eV
lowest unoccupied orbital energy = -2.4 eV
gap between HOMO and LUMO = 6.90 eV

Element x y z (Å)
H: 0.963 3.097 -2.454
H: -0.273 2.862 2.424
H: 3.734 2.573 0.330
H: 0.465 -1.539 -0.264
C: -3.186 0.832 -0.677
H: 2.603 -1.913 1.616
C: 3.075 -1.298 2.389
H: -0.300 -0.171 -2.076
H: 0.905 4.123 2.550
H: -3.583 1.057 0.308
O: -2.688 -1.371 1.035
C: 0.075 2.938 -1.842
H: 0.699 -4.433 -0.702
H: 1.226 -3.511 0.660
N: -3.457 -0.565 -0.962
H: -1.611 -0.923 -2.918
C: -0.548 -1.025 -2.718
H: -3.174 -3.639 0.142
H: -3.504 -0.884 -1.914
N: 0.261 -2.381 -0.791
H: -2.138 1.116 -0.772
O: -0.237 0.285 3.431
C: 0.404 -3.614 -0.052
H: 2.207 -0.853 2.895
O: 0.443 4.873 0.172
C: -3.755 -2.906 -0.410
H: 3.314 1.548 -1.033
H: -4.821 -3.042 -0.245
C: -0.340 -2.353 -2.003
C: 3.855 -0.247 1.591
V: -1.299 -0.172 2.320
H: -3.591 -3.070 -1.480
O: -0.595 -3.383 -2.629
H: -3.732 1.482 -1.362
H: -0.544 3.838 -1.886
H: -0.469 2.073 -2.214
H: 1.318 2.468 2.055
O: 5.080 -0.225 1.632
H: 3.706 -1.860 3.060
C: -3.245 -1.530 -0.060
H: 2.162 0.510 0.741
C: 0.599 3.285 1.931
N: 3.166 0.600 0.811
C: 3.809 1.560 -0.061
C: 0.470 3.685 0.480
H: 0.153 1.768 -0.094
H: 4.836 1.285 -0.285
F: -0.025 0.042 0.676
H: -0.489 -3.867 0.528
H: 0.075 -0.947 -3.602
N: 0.306 2.712 -0.424
O: -2.306 1.106 2.157

Results of the Mulliken charge analysis, in e, for atoms 1 through 5:
1. H 0.26
2. H 0.19
3. H 0.29
4. H -0.03
5. C -1.08

---

Here is C12H28IO3P2W as an isolated structure from OMol25. Energies are from ωB97M-V/def2-TZVPD.

## Properties
net charge = +3
multiplicity = 3
electronic energy = -47512.402 eV
lowest unoccupied orbital energy (spin up / spin down) = -13.8 / -14.7 eV
gap between HOMO and LUMO (spin up / spin down) = 6.39 / 5.69 eV

Element x y z (Å)
I: -1.774 0.494 2.301
H: 3.196 -0.281 1.916
H: 1.185 2.896 1.029
O: -0.316 -1.520 -2.460
C: -0.449 -1.740 -1.251
H: -0.477 -3.183 2.306
H: 0.840 3.176 -1.556
H: 0.904 -3.060 3.451
H: 2.327 -2.363 -0.333
C: 2.493 -0.814 2.568
H: 0.072 -3.515 -3.341
C: -0.209 3.314 -1.260
H: -0.259 3.800 -0.276
C: 1.914 2.077 1.018
H: 1.316 -3.648 0.416
C: -2.782 2.218 -0.847
W: -0.295 -0.096 0.221
H: -2.738 -5.483 -1.815
H: -0.714 3.958 -1.995
H: -3.478 1.414 -1.112
C: 0.196 -2.492 2.829
H: -0.400 -1.819 3.460
H: 3.020 -1.642 3.067
P: 1.137 -1.535 1.593
H: -2.113 -3.189 -2.347
C: -2.168 -4.889 -1.095
H: -0.097 0.971 -3.302
C: 1.536 0.989 0.080
H: -2.887 -4.440 -0.413
C: 1.992 -2.806 0.611
C: -0.388 -4.353 -2.833
H: -2.885 2.446 0.220
H: -0.897 -4.960 -3.592
O: 2.289 0.625 -0.867
C: -1.384 -3.832 -1.832
H: 0.376 -5.000 -2.379
H: 2.865 -3.135 1.195
C: -1.104 1.276 -2.992
H: 2.042 1.713 2.044
O: -0.741 -3.029 -0.802
P: -1.071 1.704 -1.223
H: -1.433 2.153 -3.573
H: 2.876 2.464 0.652
H: -1.543 -5.580 -0.513
H: -3.011 3.116 -1.442
H: 2.102 -0.127 3.329
H: -1.790 0.434 -3.158

Results of the Mulliken charge analysis, in e, for atoms 1 through 5:
1. I 0.10
2. H 0.41
3. H 0.27
4. O -0.26
5. C 0.42

---

Here is C12H28IrN6O6S as an isolated structure from OMol25. Energies are from ωB97M-V/def2-TZVPD.

## Properties
net charge = +1
multiplicity = 5
electronic energy = -47781.504 eV
lowest unoccupied orbital energy (spin up / spin down) = -3.0 / -4.5 eV
gap between HOMO and LUMO (spin up / spin down) = 5.69 / 5.93 eV

Element x y z (Å)
H: 3.090 -3.521 -2.425
N: -0.082 -0.992 2.805
H: 1.632 -4.531 -2.416
H: 1.945 1.480 2.788
O: -2.012 0.344 0.828
H: -2.403 -1.223 -3.605
S: 2.064 -0.688 1.282
N: -0.938 0.974 0.353
H: -2.659 3.711 0.427
H: -1.859 3.554 1.994
H: 1.162 0.071 5.114
H: 1.816 -3.288 -3.642
H: 0.981 4.717 0.875
C: 0.373 4.420 0.009
H: -0.793 -4.308 0.159
H: 2.141 0.329 -2.606
H: 1.487 1.797 -2.480
C: 2.008 -3.521 -2.583
H: -0.333 -1.064 -4.788
H: -1.862 0.155 -2.760
H: 0.056 1.479 4.901
C: 0.097 -2.756 -1.014
O: 2.849 -1.039 -2.297
H: -2.024 -1.314 3.442
C: -2.198 2.989 1.113
H: -2.948 2.262 1.427
O: -1.411 -1.923 0.364
C: -1.905 -0.278 -3.757
H: -0.259 -1.737 2.126
C: 0.118 2.960 0.015
H: -0.576 4.959 0.085
O: 2.212 2.626 -0.833
N: 1.143 2.122 -0.339
C: 1.034 1.054 4.639
H: -1.690 -3.911 -1.322
C: -1.034 2.316 0.463
O: 1.237 0.831 -2.554
N: 1.167 0.951 3.187
O: -0.562 -0.542 -3.999
H: -0.175 -4.826 -1.414
H: 0.879 4.750 -0.905
N: 1.836 -1.340 -1.565
C: -0.686 -4.014 -0.891
N: -0.337 -1.666 -0.353
H: -2.304 0.376 -4.536
H: -1.482 0.384 3.635
H: 1.820 1.729 4.994
Ir: 0.830 0.165 -0.422
C: 1.329 -2.571 -1.666
C: -1.176 -0.673 3.710
C: 0.948 -0.208 2.530
H: -0.869 -0.907 4.740
H: 0.132 0.032 -3.429
H: -1.809 -0.695 0.602

Results of the Mulliken charge analysis, in e, for atoms 1 through 5:
1. H 0.34
2. N -0.03
3. H 0.43
4. H 0.36
5. O -0.66

---

Here is a 4-piece molecular cluster, C12H28N4O4 overall from OMol25. Energies are from ωB97M-V/def2-TZVPD.

## Properties
multiplicity = 1
electronic energy = -27049.589 eV
lowest unoccupied orbital energy = 0.3 eV
SMILES = CNC(C)=O.CNC(C)=O.CNC(C)=O.CNC(C)=O
gap between HOMO and LUMO = 9.24 eV

Element x y z (Å)
H: -4.571 -14.505 4.818
H: -6.498 -19.971 -0.774
N: -6.209 -20.302 1.269
N: -5.027 -14.940 5.629
H: -4.196 -13.884 0.745
H: -6.848 -20.934 1.720
H: -5.453 -18.608 4.000
H: -1.421 -16.606 3.924
C: -6.173 -19.160 3.381
H: -6.663 -15.078 11.331
H: -2.606 -17.555 3.072
C: -5.406 -18.284 9.267
H: -3.971 -15.245 7.463
H: -6.865 -14.282 9.890
H: -4.102 -16.430 1.834
H: -5.760 -19.251 9.456
O: -6.935 -15.345 6.766
H: -6.631 -14.201 3.633
H: -4.327 -18.316 9.466
H: -3.385 -13.943 6.413
H: -2.928 -16.836 4.634
O: -5.127 -18.230 1.419
H: -4.898 -13.708 7.388
C: -5.980 -17.291 10.259
C: -5.796 -19.154 1.907
H: -8.094 -14.466 4.447
C: -4.316 -14.440 6.792
H: -5.591 -17.933 8.264
H: -7.179 -15.917 3.909
H: -8.282 -15.239 10.561
H: -5.528 -14.749 1.382
H: -4.861 -20.742 -0.349
H: -4.569 -13.586 2.550
O: -2.700 -14.289 3.685
C: -5.963 -20.670 -0.091
C: -7.171 -15.152 10.408
C: -2.950 -15.380 3.144
C: -7.123 -14.896 4.335
O: -5.784 -17.372 11.434
N: -3.720 -15.509 2.085
C: -6.386 -15.029 5.720
C: -4.549 -14.340 1.704
H: -6.263 -20.162 3.686
N: -6.773 -16.317 9.709
H: -6.782 -16.313 8.686
H: -6.323 -21.618 -0.401
C: -2.439 -16.699 3.701
H: -7.293 -18.769 3.433

Results of the Mulliken charge analysis, in e, for atoms 1 through 5:
1. H 0.03
2. H 0.29
3. N -0.18
4. N 0.16
5. H 0.30

---

Here is a 4-piece molecular cluster, C12H28N4O4 overall from OMol25. Energies are from ωB97M-V/def2-TZVPD.

## Properties
multiplicity = 1
electronic energy = -27046.807 eV
lowest unoccupied orbital energy = 0.4 eV
SMILES = CN(C)C=O.CN(C)C=O.CN(C)C=O.CN(C)C=O
gap between HOMO and LUMO = 9.65 eV

Element x y z (Å)
H: 5.423 1.444 8.321
C: 6.473 1.828 3.205
N: 3.587 1.751 11.767
H: 5.005 1.057 6.663
H: 5.927 2.688 2.816
C: 6.066 -0.448 4.294
C: 4.817 1.761 7.473
H: 4.765 3.074 5.093
H: 6.812 -0.867 3.619
H: 6.798 2.174 4.186
H: 7.344 1.582 2.597
H: 3.580 1.693 13.843
C: 4.465 3.652 5.967
H: 7.821 -1.601 8.246
H: 6.608 -0.919 7.205
H: 3.487 2.098 9.752
N: 5.557 0.693 3.498
H: 3.975 1.704 2.690
C: 6.307 -1.206 10.402
C: 6.777 -1.696 7.949
C: 3.002 1.429 10.463
H: 5.239 0.837 11.441
C: 6.225 3.791 7.669
O: 7.467 -0.948 10.747
H: 6.744 -2.699 7.523
O: 1.749 1.950 12.960
H: 3.743 1.622 7.600
C: 4.245 0.743 3.154
H: 5.414 -1.103 11.038
H: 3.386 3.516 6.039
C: 4.993 1.843 11.782
H: 3.868 -1.551 9.689
H: 4.114 -1.136 7.891
C: 2.975 1.895 12.945
H: 1.942 1.682 10.465
N: 5.874 -1.552 9.105
H: 6.414 -0.130 5.277
H: 4.263 -2.737 8.443
H: 5.479 2.085 12.727
N: 5.212 3.094 7.090
H: 6.567 3.283 8.584
H: 4.609 4.730 5.891
O: 6.770 4.757 7.170
H: 3.314 0.429 10.162
H: 5.245 -1.116 4.551
O: 3.403 -0.186 3.351
C: 4.425 -1.708 8.765
H: 5.204 2.569 10.997

Results of the Mulliken charge analysis, in e, for atoms 1 through 5:
1. H 0.23
2. C -0.94
3. N 0.10
4. H -0.22
5. H 0.32